This record from the OMol25 dataset describes a single C9H6BrNO molecule in a non-equilibrium geometry. The level of theory is ωB97M-V with the def2-TZVPD basis set.

```
18
Properties=species:S:1:pos:R:3
O 1.579 3.843 -3.184
N 1.874 2.970 -2.435
C 1.377 1.475 -2.913
Br 3.086 0.817 -3.286
C 0.778 0.797 -1.810
C 0.290 0.427 -0.771
C -0.202 -0.247 0.380
C -0.613 0.409 1.563
C -1.088 -0.352 2.650
C -1.158 -1.716 2.594
C -0.976 -2.330 1.358
C -0.535 -1.602 0.288
H 0.565 1.589 -3.722
H -0.400 1.458 1.565
H -1.509 0.193 3.548
H -1.512 -2.225 3.533
H -1.108 -3.290 1.216
H -0.446 -2.217 -0.573
```

## Properties
SMILES   O=N[C@@H](Br)C#Cc1ccccc1
LUMO energy   -0.0103 Eh
Energy relative to the best compared isomer or geometry (same formula, charge and spin)   2.302 eV
E_HOMO   -9.1 eV
Frontier orbital gap   0.322 Ha
F_max   4.89 eV/A